[1]
The following is a DFT calculation (the ωB97M-V functional and the def2-TZVPD basis) of a cluster of 2 separate species, C3H5NO in total in a non-equilibrium geometry.

Geometry as XYZ:
```
10
Properties=species:S:1:pos:R:3:forces:R:3
O 2.1517 -0.6054 0.2310 -0.408 0.114 0.070
C 0.9946 -0.3090 0.1794 0.585 -0.297 -0.150
C 0.2092 1.0326 0.2553 0.006 -0.065 0.111
N -0.9922 0.2223 0.0524 -0.581 0.130 -0.583
C -0.3224 -1.0177 -0.0549 0.717 -0.132 -2.750
H 0.3017 1.5835 1.2019 -0.099 -0.265 -0.135
H 0.4130 1.7228 -0.5796 0.086 -0.293 0.191
H -1.9027 0.4009 0.4369 0.194 -0.249 0.187
H -0.5907 -1.9533 -0.5926 -0.878 -0.817 2.153
H -0.0704 -1.3919 -1.4335 0.378 1.874 0.907
```
Positions in Å, forces in eV/Å.

The total energy comes out at -247.14813 Eh. As for the HOMO-LUMO gap: 8.990 eV. The value obtained for the energy relative to the best compared isomer or geometry (same formula, charge and spin) is 99.84 kcal per mole. Its spin multiplicity is 1. For the HOMO energy, the calculation gives -8.45 eV. The strongest force on any atom is 0.05532 hartree/bohr.

These are the Mulliken partial charges, in e, on atoms 1 to 4: number 1, O, carries -0.545; number 2, C, carries 0.352; number 3, C, carries -0.273; number 4, N, carries -0.232


[2]
The following is a DFT calculation (the ωB97M-V functional and the def2-TZVPD basis) of a structure of composition C41H29BrCaN7O2S4 in a non-equilibrium geometry.

Geometry as XYZ:
```
85
Properties=species:S:1:pos:R:3:forces:R:3
Ca 0.7642 -0.8861 -1.2642 -0.466 -1.087 -0.555
N 3.5643 -4.0651 -3.2105 0.023 0.010 0.089
C 2.9415 -3.1046 -2.4546 -0.083 0.011 0.076
S 2.8344 -1.5334 -3.0820 0.117 0.040 -0.080
N 2.5352 -3.5726 -1.2785 0.195 -0.762 -0.027
N 1.7709 -2.7795 -0.5234 0.609 -0.809 0.737
C 1.6280 -3.1073 0.7256 0.404 -0.282 -0.433
C 2.3287 -4.2641 1.3494 -0.055 -0.150 0.028
C 3.6945 -4.4763 1.1561 0.019 0.063 0.137
C 4.3530 -5.4915 1.8319 0.028 -0.008 0.020
C 3.6561 -6.3406 2.6794 -0.036 -0.033 -0.009
C 2.2855 -6.1858 2.8232 0.025 -0.077 0.044
C 1.6307 -5.1565 2.1652 0.021 0.037 -0.145
C 0.7739 -2.2507 1.5623 -0.153 0.187 0.469
C 0.7852 -2.3575 2.9593 0.139 -0.039 -0.170
C -0.0899 -1.6016 3.7114 -0.044 0.129 0.005
C -0.9360 -0.7159 3.0673 0.032 -0.076 0.003
C -0.8235 -0.6038 1.6918 -0.100 -0.020 0.149
N -0.0060 -1.3438 0.9491 -0.030 -0.286 0.721
H 4.1554 -3.7250 -3.9469 0.001 -0.005 -0.036
H 3.8513 -4.8947 -2.7157 -0.033 -0.010 -0.014
H 4.2366 -3.8417 0.4726 0.013 0.093 0.041
H 5.4201 -5.6253 1.7004 -0.013 0.028 -0.042
H 4.1754 -7.1258 3.2151 -0.005 -0.013 -0.025
H 1.7290 -6.8693 3.4530 -0.028 0.030 -0.006
H 0.5597 -5.0427 2.2759 -0.010 0.024 0.052
H 1.4990 -3.0070 3.4401 -0.043 -0.085 0.018
H -0.1028 -1.6891 4.7910 0.042 -0.012 -0.005
H -1.6521 -0.1112 3.6060 0.030 0.054 -0.022
H -1.4331 0.1117 1.1662 -0.008 0.021 -0.052
Br -3.4778 6.4736 0.7764 -0.047 -0.091 -0.079
C -4.1693 5.1749 -0.4327 0.050 0.058 0.094
C -3.4031 4.7720 -1.5148 0.041 -0.063 0.124
C -3.8998 3.8090 -2.3723 -0.185 -0.181 -0.129
C -5.1841 3.2692 -2.1904 0.594 0.412 0.672
C -5.9362 3.7042 -1.0941 0.074 -0.224 -0.183
C -5.4256 4.6377 -0.2102 0.042 0.081 0.109
N -5.8093 2.5497 -3.2089 -0.418 -0.071 -0.698
N -5.2642 1.6671 -3.9105 -0.643 -0.044 -0.047
C -4.1778 0.9137 -3.5260 0.791 -0.192 0.224
C -3.3401 0.4922 -4.5605 -0.232 0.268 0.189
C -2.1571 -0.1703 -4.3342 0.378 -0.154 0.009
C -1.7363 -0.5565 -3.0380 -0.316 0.143 -0.616
O -0.5995 -1.0629 -2.8133 -1.632 0.005 -1.118
C -2.7530 -0.3982 -1.9906 -0.229 0.134 -0.211
N -2.5638 -1.1081 -0.8663 0.128 -0.016 0.180
C -3.4951 -1.1005 0.0584 0.102 -0.023 0.000
C -4.6731 -0.3526 -0.0504 -0.102 0.100 -0.117
C -4.8793 0.3944 -1.1819 0.002 -0.031 0.189
C -3.9218 0.3836 -2.2143 -0.052 -0.054 -0.223
H -2.4157 5.1854 -1.6706 -0.012 0.007 0.000
H -3.3094 3.4885 -3.2213 0.009 0.008 0.014
H -6.9307 3.3015 -0.9463 -0.025 0.036 -0.039
H -6.0065 4.9618 0.6428 -0.010 -0.010 -0.009
H -3.6209 0.7817 -5.5668 -0.001 -0.019 -0.007
H -1.5001 -0.4049 -5.1620 0.050 -0.008 0.045
H -3.3127 -1.7189 0.9326 -0.001 0.034 0.023
H -5.4191 -0.3880 0.7329 0.019 0.000 0.019
H -5.7993 0.9491 -1.3035 0.007 -0.037 0.001
O 1.6529 0.8519 -0.9531 1.145 2.626 1.036
C 1.9152 1.5002 0.2143 0.359 0.610 -0.028
C 0.6079 2.0900 0.7738 0.072 0.006 0.133
C -0.5652 2.1374 0.0842 0.000 -0.142 0.036
C -1.6328 2.7274 0.8180 -0.059 0.040 -0.170
C -1.2403 3.1815 2.0334 0.203 -0.022 0.209
S 0.4324 2.8810 2.3025 -0.110 -0.119 -0.155
C 2.6940 0.5932 1.1864 -0.137 -0.064 0.141
C 3.6260 -0.2999 0.7505 -0.039 -0.004 -0.135
C 4.4077 -0.8632 1.7957 -0.008 -0.071 -0.104
C 4.0638 -0.3846 3.0179 -0.158 0.185 0.177
S 2.7810 0.7548 2.9079 -0.013 -0.170 -0.144
C 2.8652 2.7026 0.0107 -0.118 0.086 -0.223
C 4.0817 2.9679 0.5631 -0.014 0.028 -0.008
C 4.6413 4.2009 0.1237 0.064 0.007 0.065
C 3.8381 4.8500 -0.7572 -0.201 -0.019 -0.129
S 2.3961 3.9670 -1.0636 0.144 -0.010 0.052
H -0.6618 1.7326 -0.9142 0.006 0.021 0.004
H -2.6437 2.7926 0.4453 -0.091 0.078 -0.028
H -1.8236 3.6677 2.7997 -0.046 0.023 -0.069
H 3.7642 -0.4997 -0.3055 -0.023 -0.039 0.004
H 5.1957 -1.5833 1.6335 0.019 -0.057 0.021
H 4.4775 -0.6311 3.9837 -0.005 -0.054 -0.040
H 4.5731 2.3090 1.2639 -0.004 -0.007 -0.006
H 5.5978 4.5729 0.4646 -0.002 0.034 -0.057
H 4.0077 5.7897 -1.2590 0.043 -0.006 0.033
```
Positions in Å, forces in eV/Å.

The total energy comes out at -6958.09365 Eh. As for the HOMO-LUMO gap: 6.696 eV. The value obtained for the energy relative to the best compared isomer or geometry (same formula, charge and spin) is 47.62 kcal per mole. Its spin multiplicity is 1. For the HOMO energy, the calculation gives -4.67 eV. The total charge is -1. The strongest force on any atom is 0.05923 hartree/bohr.

These are the Mulliken partial charges, in e, on atoms 1 to 4: number 1, Ca, carries 1.649; number 2, N, carries -0.480; number 3, C, carries 0.572; number 4, S, carries -0.472


[3]
The following is a DFT calculation (the ωB97M-V functional and the def2-TZVPD basis) of a cluster of 2 separate species, C2H3BrCl2 in total in a non-equilibrium geometry.

Geometry as XYZ:
```
8
Properties=species:S:1:pos:R:3:forces:R:3
C 1.2399 -0.5205 -0.0460 0.258 -2.739 -1.557
C 0.3404 0.3138 -0.5010 0.375 -0.482 -0.933
Cl -0.4639 0.0187 -1.9826 -0.524 0.152 -0.249
Br 0.0312 1.9306 0.3564 -0.107 0.793 0.019
H 1.7073 -0.1821 0.8180 1.087 -0.057 1.501
H 1.5029 -1.5691 -0.5270 -0.689 2.585 1.036
Cl -2.1838 -0.4203 1.3865 -0.315 -1.463 1.437
H -2.1740 0.4289 0.4956 -0.085 1.211 -1.253
```
Positions in Å, forces in eV/Å.

The total energy comes out at -3572.36202 Eh. As for the HOMO-LUMO gap: 10.405 eV. The value obtained for the energy relative to the best compared isomer or geometry (same formula, charge and spin) is 16.36 kcal per mole. Its spin multiplicity is 1. For the HOMO energy, the calculation gives -9.79 eV. The strongest force on any atom is 0.06147 hartree/bohr.

These are the Mulliken partial charges, in e, on atoms 1 to 4: number 1, C, carries -0.500; number 2, C, carries 0.180; number 3, Cl, carries -0.156; number 4, Br, carries -0.027


- The lowest energy relative to the best compared isomer or geometry (same formula, charge and spin) belongs to which entry?
  C2H3BrCl2


- Which of these has the lowest energy relative to the best compared isomer or geometry (same formula, charge and spin)?
  C2H3BrCl2


- What is the strongest force on any atom in the second record?
  0.05923 hartree/bohr


- Which value of HOMO does entry 3 give?
  -9.79 eV